1.
ORCA calculation (the ωB97M-V functional and the def2-TZVPD basis) on C20H23ClN4O6 in the gas phase.

## Properties
Strongest force on any atom, Eh/bohr: 0.013
ΔE to the lowest compared entry with this formula, charge and spin, eV: 0.255
Net charge: 0
SMILES string: CN(CC(=O)Nc1ccccc1Cl)C(=O)COC(=O)CN1C(=O)NC2(CCCC2)C1=O
LUMO level, eV: 0.47
DFT total energy, Eh: -1906.70951
Orbital gap, eV: 9.2218

Each line ends with the Mulliken charge.
CARTESIAN COORDINATES (ANGSTROEM)
1 C -0.7361 -3.8214 0.9440  -0.97
2 N 0.0424 -2.6868 0.4994  0.22
3 C 0.7688 -2.0435 1.5887  -1.25
4 C 1.5067 -0.7551 1.1991  0.60
5 O 1.0576 0.3384 1.4836  -0.80
6 N 2.7658 -0.9827 0.7412  -0.01
7 C 3.6812 -0.0629 0.2400  -0.14
8 C 3.5116 1.3158 0.3238  -0.10
9 C 4.4678 2.1741 -0.1861  -0.93
10 C 5.6141 1.6789 -0.7827  -0.38
11 C 5.8033 0.3102 -0.8741  -0.63
12 C 4.8447 -0.5456 -0.3680  0.81
13 Cl 5.0971 -2.2623 -0.4988  -0.29
14 C -0.0486 -2.0538 -0.6742  0.89
15 O 0.6283 -1.0663 -0.9265  -0.59
16 C -1.0891 -2.5135 -1.7037  -1.19
17 O -2.2506 -1.7498 -1.3978  -0.26
18 C -3.3089 -2.3389 -0.8355  0.78
19 O -3.4747 -3.5231 -0.7532  -0.62
20 C -4.2545 -1.2593 -0.3134  -0.77
21 N -3.4695 -0.1412 0.1438  0.14
22 C -2.4348 -0.3255 1.0810  -0.27
23 O -2.2925 -1.3341 1.7356  -0.63
24 N -1.7129 0.8024 1.1067  0.02
25 C -2.1014 1.7251 0.0617  2.04
26 C -2.4077 3.1359 0.6140  -1.41
27 C -1.3407 4.0697 0.0261  -0.69
28 C -0.2189 3.1368 -0.4224  -0.30
29 C -0.9770 1.9333 -0.9689  -0.64
30 C -3.3094 1.0310 -0.5469  -0.18
31 O -4.0078 1.4113 -1.4512  -0.69
32 H -0.0904 -4.4779 1.5290  0.34
33 H -1.5614 -3.4786 1.5718  0.27
34 H -1.1428 -4.3860 0.1122  0.41
35 H 0.0318 -1.7792 2.3573  0.41
36 H 1.4836 -2.7611 2.0066  0.61
37 H 3.0119 -1.9410 0.5185  0.25
38 H 2.6190 1.6992 0.7864  0.39
39 H 4.3137 3.2397 -0.1141  0.38
40 H 6.3612 2.3489 -1.1783  0.38
41 H 6.6901 -0.0937 -1.3377  0.41
42 H -1.3185 -3.5801 -1.6966  0.51
43 H -0.7526 -2.1965 -2.6936  0.34
44 H -4.8557 -1.6777 0.4974  0.29
45 H -4.9024 -0.9022 -1.1192  0.45
46 H -0.7621 0.8010 1.4730  0.48
47 H -2.3543 3.1042 1.7018  0.33
48 H -3.4118 3.4460 0.3273  0.33
49 H -1.7451 4.5966 -0.8386  0.35
50 H -1.0053 4.8091 0.7513  0.42
51 H 0.3847 2.8290 0.4316  -0.03
52 H 0.4334 3.5885 -1.1673  0.48
53 H -1.4266 2.1695 -1.9344  0.44
54 H -0.3552 1.0449 -1.0694  -0.01

Atoms 1-6, force components in eV/Å:
-0.31 -0.21 0.12
0.31 -0.06 0.35
-0.11 0.16 0.02
0.06 -0.48 0.43
0.04 0.28 0.08
0.37 -0.36 0.03

=====

2.
ORCA calculation (the ωB97M-V functional and the def2-TZVPD basis) on a 2-piece molecular cluster, C32H38N3O overall.

## Properties
Strongest force on any atom, Eh/bohr: 0.052
ΔE to the lowest compared entry with this formula, charge and spin, eV: 1.298
Net charge: +1
LUMO level, eV: -4.68
DFT total energy, Eh: -1481.43224
Orbital gap, eV: 6.5242

Each line ends with the Mulliken charge.
CARTESIAN COORDINATES (ANGSTROEM)
1 C 3.3473 -1.7653 3.9333  -1.05
2 N 2.3684 -1.6197 2.8840  0.35
3 C 2.0593 -2.6424 2.0232  0.27
4 O 2.5728 -3.7559 2.0315  -0.66
5 C 0.9515 -2.1416 1.1043  -0.09
6 C -0.3295 -2.9516 1.2936  -1.35
7 C -0.7679 -2.9421 2.7371  0.19
8 C -0.2756 -3.9201 3.6096  -0.31
9 C -0.6180 -3.9042 4.9614  -0.75
10 C -1.4733 -2.9107 5.4521  -0.46
11 C -1.9984 -1.9530 4.5780  -0.85
12 C -1.6718 -1.9891 3.2183  0.26
13 N 0.8101 -0.7470 1.5148  0.55
14 C -0.0854 0.1015 0.9718  -0.73
15 C -0.3594 1.3462 1.5201  0.33
16 C -0.9693 2.3829 0.7924  -0.42
17 C -1.0542 3.7395 1.2877  0.72
18 C -1.1608 4.8250 0.3824  -0.47
19 C -1.0733 6.1388 0.8344  -0.63
20 C -0.8974 6.4049 2.2015  -0.36
21 C -0.8164 5.3428 3.1150  -0.78
22 C -0.9137 4.0226 2.6692  -0.24
23 C 1.6447 -0.3818 2.6726  -0.52
24 C 2.5359 0.8020 2.4262  -1.05
25 C 3.4413 0.7981 1.4368  -0.01
26 C 4.2847 1.9218 1.0767  0.91
27 C 5.1886 1.7815 -0.0021  -0.46
28 C 6.0103 2.8382 -0.3825  -0.58
29 C 5.9480 4.0573 0.3130  -0.44
30 C 5.0585 4.2099 1.3866  -0.68
31 C 4.2222 3.1554 1.7671  -0.47
32 H 3.7670 -2.7744 3.8822  0.38
33 H 4.1476 -1.0261 3.8011  0.31
34 H 2.8869 -1.6115 4.9212  0.36
35 H 1.3214 -2.1886 0.0641  0.41
36 H -1.1075 -2.5534 0.6308  0.56
37 H -0.0747 -3.9770 0.9945  0.61
38 H 0.3890 -4.6951 3.2197  0.44
39 H -0.2108 -4.6675 5.6284  0.41
40 H -1.7366 -2.8931 6.5119  0.40
41 H -2.6722 -1.1757 4.9494  0.42
42 H -2.1217 -1.2703 2.5264  0.41
43 H -0.5515 -0.2320 0.0391  0.58
44 H -0.0447 1.5294 2.5528  0.01
45 H -1.1652 2.2261 -0.2701  0.41
46 H -1.3165 4.6091 -0.6753  0.39
47 H -1.1438 6.9645 0.1240  0.38
48 H -0.8534 7.4362 2.5592  0.40
49 H -0.6863 5.5404 4.1798  0.40
50 H -0.9041 3.2025 3.3902  0.46
51 H 1.0042 -0.1700 3.5456  0.57
52 H 2.3614 1.6737 3.0636  0.41
53 H 3.5581 -0.0967 0.8113  0.19
54 H 5.2275 0.8236 -0.5253  0.37
55 H 6.7016 2.7151 -1.2181  0.38
56 H 6.5926 4.8878 0.0143  0.37
57 H 5.0153 5.1539 1.9312  0.39
58 H 3.5258 3.2701 2.5985  0.25
59 C -7.2600 -1.4097 -1.2191  -1.30
60 C -5.7752 -1.1431 -0.9885  -0.40
61 C -5.4295 0.2556 -0.4787  -0.58
62 C -3.9229 0.3544 -0.2376  -0.15
63 N -3.4417 1.6207 0.2913  -0.37
64 H -7.3875 -2.4422 -1.5608  0.37
65 H -7.8463 -1.2868 -0.3009  0.32
66 H -7.6758 -0.7472 -1.9864  0.32
67 H -5.3967 -1.8884 -0.2748  0.28
68 H -5.2316 -1.3103 -1.9285  0.32
69 H -5.7238 1.0125 -1.2199  0.32
70 H -5.9721 0.4578 0.4565  0.40
71 H -3.5854 -0.4734 0.4121  -0.07
72 H -3.4040 0.2047 -1.1937  0.20
73 H -4.1819 2.1052 0.8066  0.23
74 H -2.6489 1.4751 0.9279  0.25

Atoms 1-6, force components in eV/Å:
0.26 0.21 0.36
-0.23 -0.63 -0.60
0.89 -0.53 0.76
-0.88 1.39 -0.30
0.58 -0.17 -0.57
0.06 -0.23 0.06

=====

3.
ORCA calculation (the ωB97M-V functional and the def2-TZVPD basis) on a 10-piece molecular cluster, C32H91N11O10 overall.

## Properties
Strongest force on any atom, Eh/bohr: 0.165
Net charge: 0
SMILES string: COC[C@H](C)N.COC[C@H](C)N.COC[C@H](C)N.COC[C@H](C)N.COC[C@H](C)N.COC[C@H](C)N.COC[C@H](C)N.NC(N)=O.NC(N)=O.CCO
LUMO level, eV: 0.13
DFT total energy, Eh: -2628.25731
Orbital gap, eV: 8.7932

Each line ends with the Mulliken charge.
CARTESIAN COORDINATES (ANGSTROEM)
1 C 2.2367 1.4979 6.4036  -0.84
2 O 1.3408 2.0642 5.4649  -0.22
3 C -0.0723 1.7905 5.7133  -1.38
4 C -0.9924 1.9779 4.4890  0.83
5 C -2.4675 1.7473 4.6810  -1.36
6 N -0.6152 1.0385 3.4392  0.20
7 H 2.4233 0.4242 6.3834  0.28
8 H 2.0391 1.6889 7.4584  0.43
9 H 3.1589 2.0015 6.1136  0.19
10 H -0.2321 0.8887 6.3043  0.44
11 H -0.3048 2.5805 6.4274  0.44
12 H -0.7353 2.9881 4.1704  0.39
13 H -2.9135 1.9412 3.7055  0.23
14 H -2.7648 2.4433 5.4654  0.47
15 H -2.8014 0.7667 5.0201  0.18
16 H 0.3322 0.6894 3.4161  0.04
17 H -0.8077 1.4024 2.5169  -0.27
18 C 5.9939 1.1215 4.1456  -0.77
19 O 5.4607 2.1595 3.2793  -0.42
20 C 4.1027 1.9115 2.8457  0.23
21 C 3.7065 3.0944 1.9056  0.85
22 C 3.9359 4.5633 2.4107  -1.75
23 N 2.2367 3.1029 1.6932  -0.39
24 H 7.0707 0.9566 4.1092  0.27
25 H 5.4031 0.2055 4.1414  0.29
26 H 5.6951 1.5603 5.0976  0.30
27 H 4.0637 0.9207 2.3931  -0.06
28 H 3.3628 1.7804 3.6353  -0.13
29 H 4.1487 2.8988 0.9287  0.20
30 H 3.7064 4.7751 3.4550  0.32
31 H 3.5321 5.3278 1.7470  0.60
32 H 4.9658 4.8961 2.2822  0.38
33 H 2.0244 4.0895 1.7335  0.16
34 H 1.7833 2.5517 2.4079  -0.10
35 C -7.8898 3.0994 0.2421  -0.76
36 O -6.5198 3.4794 -0.2380  -0.33
37 C -5.5836 3.6702 0.7931  -0.83
38 C -4.1574 4.1088 0.3035  0.14
39 C -3.5685 3.0714 -0.7593  -0.89
40 N -3.1537 4.4386 1.3574  -0.58
41 H -8.1794 3.7566 1.0621  0.31
42 H -7.9651 2.1235 0.7218  0.32
43 H -8.6164 3.2007 -0.5640  0.25
44 H -5.9686 4.4960 1.3914  0.45
45 H -5.6755 2.8559 1.5118  0.42
46 H -4.3910 4.9829 -0.3045  0.25
47 H -2.7284 3.5036 -1.3029  0.35
48 H -4.1939 2.7573 -1.5950  0.42
49 H -3.2947 2.1358 -0.2718  0.00
50 H -2.2676 4.8271 1.0675  0.31
51 H -3.0194 3.6857 2.0172  0.13
52 C -0.6797 -2.6207 -1.5533  -0.05
53 O -0.0917 -3.8078 -1.9602  -0.48
54 C -0.7125 -5.0095 -1.5401  -0.57
55 C -1.7006 -5.7026 -2.4174  0.35
56 C -3.1320 -5.0403 -2.3064  -1.06
57 N -1.9300 -7.0835 -1.9139  -0.81
58 H -0.0782 -2.0230 -2.2381  0.00
59 H -0.3733 -2.3076 -0.5552  0.10
60 H -1.7012 -2.3885 -1.8542  0.32
61 H 0.1571 -5.5984 -1.2483  0.37
62 H -1.1542 -4.7858 -0.5691  0.15
63 H -1.4745 -5.8181 -3.4774  0.39
64 H -3.9013 -5.7298 -2.6542  0.44
65 H -3.1817 -4.1361 -2.9131  0.20
66 H -3.3007 -4.7169 -1.2793  0.09
67 H -1.0926 -7.6471 -1.8786  0.26
68 H -2.1178 -7.0304 -0.9229  0.28
69 C 1.9758 -1.6332 -6.9389  -0.73
70 O 2.1879 -0.8748 -5.8359  -0.28
71 C 1.1904 0.2039 -5.7828  -0.85
72 C 1.4852 1.0703 -4.4806  1.23
73 C 0.4159 2.2401 -4.2817  -1.35
74 N 2.8347 1.6247 -4.5511  -0.70
75 H 2.0140 -1.0681 -7.8703  0.29
76 H 0.9817 -2.0556 -6.7929  0.26
77 H 2.6292 -2.5056 -6.9323  0.27
78 H 1.4251 0.7726 -6.6826  0.42
79 H 0.1940 -0.2118 -5.6329  0.33
80 H 1.3789 0.4446 -3.5944  -0.35
81 H -0.5408 1.7180 -4.2737  0.06
82 H 0.6703 2.8962 -5.1141  0.68
83 H 0.4573 2.8612 -3.3870  0.10
84 H 3.3742 0.8600 -4.9311  0.27
85 H 2.9328 2.3296 -5.2677  0.30
86 C 5.5397 -3.6495 -1.7370  -0.62
87 O 5.1054 -4.3502 -0.5901  -0.43
88 C 4.5639 -3.4529 0.3201  -0.90
89 C 3.1442 -2.8192 -0.0932  0.95
90 C 2.5647 -2.1221 1.0889  -0.89
91 N 2.2969 -3.9564 -0.2303  -0.54
92 H 6.2461 -4.2416 -2.3188  0.27
93 H 6.0536 -2.7113 -1.5276  0.31
94 H 4.5902 -3.4269 -2.2236  0.19
95 H 4.4351 -4.0950 1.1914  0.41
96 H 5.3322 -2.7907 0.7192  0.49
97 H 3.0847 -2.1443 -0.9471  0.06
98 H 3.2883 -1.4303 1.5201  0.21
99 H 2.1960 -2.6929 1.9411  0.21
100 H 1.7748 -1.4160 0.8331  0.00
101 H 1.3868 -3.7115 -0.5934  0.04
102 H 2.6432 -4.7179 -0.7963  0.29
103 C -2.9148 -2.5678 1.3523  -0.48
104 O -2.0667 -3.6382 1.7169  -0.44
105 C -0.9758 -3.3062 2.6491  -0.46
106 C -1.3637 -2.5117 3.9371  1.25
107 C -0.0960 -2.2591 4.7670  -1.30
108 N -2.2511 -3.2421 4.8180  -0.79
109 H -3.6045 -2.3051 2.1544  0.38
110 H -3.4637 -2.7029 0.4204  0.21
111 H -2.2639 -1.7131 1.1682  0.03
112 H -0.4269 -4.2402 2.7701  0.34
113 H -0.3772 -2.6346 2.0338  -0.10
114 H -1.7954 -1.5646 3.6136  0.02
115 H 0.6409 -1.8183 4.0955  0.12
116 H 0.2223 -3.1735 5.2677  0.51
117 H -0.3245 -1.4609 5.4733  0.12
118 H -2.7235 -2.6298 5.4676  0.27
119 H -2.9959 -3.5501 4.2092  0.32
120 N -4.5203 0.6210 -5.3895  -0.43
121 C -3.4861 -0.1113 -5.1180  0.65
122 N -3.3234 -1.1134 -5.9935  -0.39
123 O -2.7561 0.0643 -4.1859  -0.53
124 H -5.0391 0.3627 -6.2166  0.12
125 H -4.6227 1.5263 -4.9535  0.23
126 H -2.5786 -1.7955 -6.0012  0.20
127 H -4.0624 -1.1382 -6.6816  0.12
128 N 2.7574 3.2611 -1.2859  -0.08
129 C 2.5958 4.4119 -1.8404  0.62
130 N 2.8874 4.3505 -3.0576  -0.47
131 O 2.0270 5.3869 -1.3556  -0.74
132 H 2.9922 2.5003 -1.9073  0.22
133 H 2.3722 3.1737 -0.3564  0.08
134 H 3.0131 3.4847 -3.5623  0.27
135 H 2.3223 5.0516 -3.5150  0.26
136 C -0.3740 1.1662 -0.1274  -0.76
137 C -0.9780 0.8798 -1.5339  0.95
138 O -2.1116 0.1498 -1.2400  -0.61
139 H -0.9197 1.8093 0.5630  0.08
140 H 0.6757 1.4422 -0.2278  0.03
141 H -0.3121 0.2213 0.4125  -0.07
142 H -0.2477 0.3499 -2.1454  -0.14
143 H -1.2509 1.8781 -1.8759  0.23
144 H -2.5113 -0.1515 -2.0592  0.19

Atoms 1-6, force components in eV/Å:
0.76 0.60 -0.25
-1.35 -1.33 -0.43
0.18 1.10 1.10
2.25 -1.45 -0.24
0.01 1.07 0.98
0.26 -0.70 -0.73

=====

4.
ORCA calculation (the ωB97M-V functional and the def2-TZVPD basis) on C18H34BeCl2N2O13S as an isolated structure.

## Properties
Strongest force on any atom, Eh/bohr: 0.173
Net charge: 0
LUMO level, eV: -4.05
DFT total energy, Eh: -3126.36317
Orbital gap, eV: 2.2148

Each line ends with the Mulliken charge.
CARTESIAN COORDINATES (ANGSTROEM)
1 O -0.0800 1.2970 0.2983  -0.40
2 N 0.9168 0.9969 -0.3448  0.07
3 O 1.9841 0.7924 0.4505  -0.14
4 C 2.4398 2.0666 1.0710  -0.17
5 C 2.4703 3.3411 0.0388  -0.41
6 C 3.5625 4.5255 0.4765  -0.64
7 O 4.9176 4.0058 0.1357  -0.42
8 S 5.2619 2.9178 1.4177  1.04
9 O 5.7459 3.7664 2.6207  -0.56
10 O 6.5011 2.0458 0.9811  -0.62
11 C 3.8614 1.7405 1.8179  0.23
12 C 3.6055 1.8585 3.4614  0.16
13 O 3.8107 0.8434 4.3246  -0.68
14 O 3.0878 3.1221 4.0716  -0.63
15 H 1.6656 2.3586 1.9316  0.38
16 H 1.4053 3.8714 0.1401  0.35
17 H 2.5668 3.0510 -1.0978  0.18
18 H 3.4282 4.7597 1.6152  0.39
19 H 3.3802 5.4909 -0.1736  0.35
20 H 4.2331 0.6478 1.5461  0.36
21 O 1.5510 -2.0706 0.9726  -0.35
22 H 1.5634 -1.0798 0.9551  0.47
23 H 0.6373 -2.4185 1.1342  0.47
24 H 2.1971 -2.4293 1.6330  0.47
25 Be 5.5956 2.3761 -1.1300  -0.01
26 C -3.0202 1.5044 -0.8015  0.90
27 Cl -3.1100 3.1058 -1.5449  -0.16
28 Cl -3.4170 0.2379 -1.9692  -0.17
29 H -2.0056 1.3410 -0.4303  -0.37
30 H -3.7290 1.4574 0.0288  -0.10
31 N -4.5318 1.1317 2.8100  0.02
32 C -3.4016 1.7285 3.3051  -0.44
33 C -3.7573 2.4554 4.4192  -0.60
34 C -5.1500 2.2863 4.6061  -0.39
35 C -5.6020 1.4620 3.6000  -0.59
36 H -4.5699 0.5396 1.9906  0.23
37 H -2.4439 1.5865 2.8226  0.47
38 H -3.0859 3.0429 5.0320  0.41
39 H -5.7576 2.7186 5.3905  0.41
40 H -6.5913 1.0843 3.3785  0.50
41 O -9.2758 1.3725 4.1338  -0.40
42 C -9.9727 2.4393 3.7189  -0.13
43 C -9.1585 3.1882 2.5606  0.00
44 O -9.8465 4.2659 2.1588  -0.41
45 H -10.1992 3.2145 4.4723  0.27
46 H -10.9765 2.2510 3.2994  0.28
47 H -8.9478 2.4151 1.8007  0.23
48 H -8.1482 3.3631 2.9720  0.17
49 C 1.9087 -1.1153 -3.0335  -0.72
50 O 2.5688 -2.3198 -3.3860  -0.31
51 C 3.3600 -2.8340 -2.3135  -0.12
52 C 3.7436 -4.2903 -2.5858  -0.52
53 O 2.7018 -5.2115 -2.2381  -0.48
54 C 1.5987 -5.2673 -3.1525  -0.35
55 C 1.9353 -6.0255 -4.4392  -0.62
56 O 2.6190 -5.1673 -5.3553  -0.25
57 C 3.2351 -5.8938 -6.4079  -0.77
58 H 2.6365 -0.3492 -2.7439  0.32
59 H 1.3485 -0.7614 -3.9026  0.36
60 H 1.2045 -1.2947 -2.2167  0.18
61 H 2.8052 -2.7680 -1.3709  -0.09
62 H 4.2663 -2.2231 -2.2466  0.52
63 H 4.5855 -4.5464 -1.9325  0.42
64 H 4.0794 -4.4425 -3.6137  0.21
65 H 1.2000 -4.2718 -3.3541  0.20
66 H 0.8164 -5.8262 -2.6260  0.37
67 H 1.0092 -6.3569 -4.9213  0.45
68 H 2.5578 -6.8970 -4.2031  0.35
69 H 4.0061 -6.5587 -6.0074  0.32
70 H 3.7118 -5.1797 -7.0840  0.24
71 H 2.4906 -6.4687 -6.9667  0.31

Atoms 1-6, force components in eV/Å:
2.89 -0.62 -1.70
-4.27 0.65 0.79
1.70 0.13 0.59
0.40 2.38 2.23
-1.27 1.08 -0.28
-2.04 -0.35 -0.79